# 1
{"formula": "C17H22Br3CaCsFN5O3", "method": "the ωB97M-V functional and the def2-TZVPD basis", "symbols": ["Cs", "H", "H", "H", "Ca", "C", "C", "H", "C", "O", "Br", "H", "C", "N", "H", "N", "C", "N", "N", "C", "H", "H", "C", "C", "H", "F", "C", "H", "H", "H", "H", "Br", "C", "H", "C", "H", "O", "H", "H", "H", "C", "H", "H", "N", "Br", "H", "C", "C", "C", "C", "O", "C", "H"], "coordinates": [[-7.79222, 3.81466, 2.09448], [-1.91298, 5.00070, -1.55887], [-6.37974, 4.54698, -1.55898], [5.50877, -7.39934, 3.21194], [-0.08790, -1.48158, -5.55840], [0.51850, -2.58746, -2.78930], [-5.45994, 4.32549, -1.02441], [-3.12718, 0.29223, -1.08624], [6.05061, -6.53417, 2.82832], [4.35433, -3.36907, 2.68517], [-5.98866, 3.32142, 0.56374], [2.82646, -2.10748, 1.80411], [5.13214, -4.26008, 3.00406], [-1.53644, -0.99487, -0.93834], [-0.47648, 3.58556, -3.17695], [-2.73156, 1.92178, 0.87851], [-1.89476, 0.80871, 0.60792], [5.12413, -5.48303, 2.45190], [0.89314, -2.18969, -3.81120], [-0.07567, -0.50327, 0.94536], [-1.73175, 2.56686, -1.48242], [6.72161, -6.17027, 3.60259], [-0.09651, 4.40831, -2.56858], [-1.20245, 3.14367, -0.72317], [-1.37204, 3.47066, 1.39036], [2.37963, -3.56100, -0.28295], [4.11957, -5.71096, 1.43388], [-0.22072, 2.70067, -0.55822], [5.90633, -4.12318, 3.77291], [-2.78113, 3.97138, 0.47492], [4.26712, -4.99070, 0.62909], [-4.67142, 5.98635, -0.53762], [-2.01257, 3.20678, 0.55021], [-2.80969, 1.93358, 1.89137], [1.91860, -1.85547, 1.27022], [1.32931, -0.23810, 2.53566], [0.07356, -3.07590, -1.74298], [0.90834, 4.10807, -2.27954], [6.64382, -6.84452, 1.96734], [-0.07172, 5.31948, -3.15250], [1.09693, -0.82893, 1.66421], [-6.02562, 6.06745, -2.69906], [4.17955, -6.72088, 1.03794], [-0.84408, 0.55486, 1.33009], [-4.35737, 3.31171, -2.21751], [-0.40498, 5.11804, -0.59378], [-0.42661, -1.25443, -0.19533], [-0.96494, 4.52977, -1.31894], [1.57761, -2.58775, 0.12072], [0.43372, -2.29499, -0.56074], [-6.31551, 6.00209, -3.61114], [-2.24225, 0.01812, -0.52980], [3.12877, -5.54576, 1.85988]], "forces_ev_per_a": [[-7.9, 1.9, 6.9], [-0.1, 0.2, 0.1], [-0.1, -0.1, -0.1], [0.0, 0.0, 0.0], [-0.5, 0.6, -1.2], [-0.2, -0.4, 0.3], [0.5, -0.1, -0.9], [-0.1, 0.0, 0.0], [-0.1, 0.0, -0.1], [0.0, 0.0, 0.0], [7.3, -1.8, -6.5], [0.1, -0.2, 0.0], [0.1, -0.1, 0.0], [0.2, 0.2, -0.1], [-0.1, 0.1, -0.3], [0.7, 0.1, 0.3], [-0.1, 0.0, -0.2], [0.0, 0.1, 0.1], [0.4, -0.2, 0.4], [-0.1, -0.1, -0.1], [0.0, -0.2, 0.0], [0.0, 0.0, 0.0], [-0.2, -0.5, 0.3], [-0.1, 0.5, -0.3], [0.2, 0.1, 0.0], [-0.1, -0.2, -0.3], [0.0, 0.1, -0.1], [0.0, -0.3, 0.1], [0.0, 0.0, 0.0], [-0.1, 0.1, -0.1], [-0.1, -0.1, -0.1], [0.1, 0.1, 0.3], [-0.3, -0.3, 0.2], [-0.3, 0.0, 0.1], [-0.3, 0.4, 0.0], [0.1, 0.1, 0.1], [0.4, 0.0, 0.3], [0.2, 0.2, -0.1], [0.0, 0.0, 0.0], [0.1, 0.1, -0.1], [0.1, -0.2, -0.1], [0.1, 0.6, 0.0], [0.1, 0.0, 0.1], [-0.1, -0.2, 0.0], [-0.2, 0.0, 0.0], [-0.3, 0.4, 0.1], [-0.1, 0.1, 0.1], [0.6, -0.3, -0.1], [0.1, 0.0, 0.3], [0.2, 0.0, 0.2], [-0.1, -0.6, 0.2], [0.0, 0.0, -0.1], [0.0, 0.0, -0.1]], "lowdin_charge": [1.05, 0.06, -0.03, 0.09, 1.50, -0.29, -1.52, 0.11, -0.04, -0.02, 0.19, 0.11, -0.32, 0.15, 0.06, 0.01, -0.33, -0.19, -0.05, -0.18, 0.06, 0.09, -0.10, -0.26, 0.13, 0.13, -0.05, 0.12, 0.14, 0.06, 0.08, 0.74, -0.20, 0.12, 0.06, 0.13, 0.19, 0.07, 0.09, 0.08, 0.05, -0.23, 0.09, 0.23, 0.72, 0.12, -0.16, -0.27, -0.19, -0.06, -0.38, -0.04, 0.09], "de_lowest_ev": 0.0000, "multiplicity": 1, "charge": 2, "total_energy_ha": -9679.3027, "e_homo_ha": -0.358}



# 2
{"formula": "C3H8N3OS", "method": "the ωB97M-V functional and the def2-TZVPD basis", "symbols": ["C", "H", "H", "H", "H", "H", "O", "N", "C", "C", "N", "H", "S", "H", "H", "N"], "coordinates": [[0.78822, 0.78044, -0.09013], [1.92572, -0.49552, -1.27828], [0.81233, 0.81133, -2.02866], [0.10354, 0.78089, 1.82024], [0.16413, -1.81596, 2.55757], [0.02792, 2.40936, 0.49025], [0.52614, 2.09564, -0.34328], [-2.38052, -0.23136, 0.71423], [0.57975, 0.24465, 1.09429], [-1.95339, -0.69567, -0.26811], [1.02462, 0.03844, -1.26818], [0.14734, -0.69481, -1.39992], [0.90320, -1.42664, 1.44167], [-1.92500, -1.93541, -1.66785], [-2.99085, 0.51770, 0.68160], [-1.33580, -1.32435, -1.11507]], "forces_ev_per_a": [[-0.8, 0.7, 1.7], [-0.7, 1.0, -0.6], [1.4, -2.2, 1.1], [-0.7, 1.6, 2.0], [0.3, 1.1, -1.0], [1.2, -0.2, -2.0], [-1.1, 0.3, 1.5], [-0.6, 0.1, 2.5], [0.5, -2.0, -0.7], [1.0, -1.7, -1.4], [-1.1, 0.2, -2.6], [0.9, 0.8, 0.5], [0.4, -1.3, 0.4], [0.2, -0.4, -0.1], [-1.5, 2.0, 0.3], [0.4, 0.0, -1.5]], "nbo_charge": [0.36, 0.47, 0.48, 0.23, 0.20, 0.51, -0.66, -0.63, -0.41, 0.70, -0.79, 0.48, 0.01, 0.44, 0.42, -0.81], "de_lowest_ev": 1.7457, "multiplicity": 1, "charge": 1, "total_energy_ha": -756.4803, "e_homo_ha": -0.457}



Which value of multiplicity does entry 2 give?
1